[1]
The following is a quantum chemistry calculation of a 5-piece molecular cluster, C30H57ClN2O15PS5 overall at a distorted geometry, from the Open Molecules 2025 dataset.

Output
Charge = +1
Largest force on an atom = 2.59 eV Å⁻¹
Kohn-Sham gap = 5.11 eV

CARTESIAN COORDINATES (ANGSTROEM)
1 O 0.71307 4.56419 -0.17487
2 C 0.94346 4.21707 0.95285
3 O 2.17176 3.74161 1.30018
4 C -0.09168 4.32880 2.07195
5 C -0.57368 5.59992 2.39602
6 Cl -0.02044 7.01243 1.58144
7 C -1.48983 5.70670 3.39132
8 N -1.92065 4.64435 4.08121
9 P -3.13275 5.04746 5.34585
10 S -2.41938 6.16382 6.73217
11 C -1.45847 3.39830 3.82646
12 C -1.92339 2.21614 4.64005
13 C -3.34097 1.70077 4.28874
14 C -3.60833 0.43998 5.18211
15 C -3.08712 -0.85432 4.53771
16 O -4.02195 -1.36840 3.59588
17 C -0.54259 3.21926 2.79272
18 C 0.00257 1.86089 2.38291
19 C -0.57906 1.53219 0.96359
20 C 0.34978 0.64525 0.09797
21 C -0.25370 -0.70412 -0.30883
22 N -1.49368 -0.60608 -1.06611
23 C -2.21278 0.46124 -1.48750
24 C -3.30658 0.03473 -2.17269
25 C -3.25644 -1.40468 -2.16336
26 C -2.13101 -1.74320 -1.47717
27 H 2.19074 3.60897 2.26164
28 H -1.86393 6.69796 3.64737
29 H -3.63649 3.85369 5.87804
30 H -4.12462 5.73596 4.60824
31 H -1.24851 1.36167 4.58319
32 H -1.93574 2.50213 5.70425
33 H -4.13822 2.41706 4.52611
34 H -3.46782 1.43149 3.23080
35 H -4.64549 0.37504 5.52172
36 H -2.99667 0.60241 6.08727
37 H -2.09059 -0.71340 4.07649
38 H -2.96476 -1.60641 5.32523
39 H -4.37629 -0.60177 3.13003
40 H -0.30777 1.04498 3.03313
41 H 1.09346 1.88985 2.32609
42 H -1.53822 1.01494 1.11160
43 H -0.82951 2.44726 0.41173
44 H 0.69090 1.18522 -0.79637
45 H 1.27192 0.41950 0.65580
46 H -0.42980 -1.30506 0.59492
47 H 0.47762 -1.22557 -0.94016
48 H -1.94718 1.49017 -1.27695
49 H -4.08554 0.61905 -2.64305
50 H -3.93955 -2.12167 -2.60034
51 H -1.72777 -2.71471 -1.21826
52 O 2.27900 0.32975 4.51233
53 S 3.35970 -0.02577 5.39195
54 O 3.95690 0.94938 6.24667
55 O 4.49543 -0.74547 4.54350
56 C 5.04884 -0.05328 3.40631
57 C 5.98060 1.07294 3.81186
58 C 2.89105 -1.41758 6.36243
59 H 4.24409 0.31188 2.76367
60 H 5.60280 -0.79752 2.83732
61 H 5.44279 1.86665 4.33034
62 H 6.45698 1.50838 2.93274
63 H 6.75035 0.70738 4.49108
64 H 2.45930 -2.17534 5.71365
65 H 2.15452 -1.07497 7.08666
66 H 3.77020 -1.79657 6.87694
67 O -2.27190 -2.53465 -6.29278
68 S -3.65416 -2.27077 -6.55605
69 O -4.66138 -2.52427 -5.57101
70 O -4.06777 -2.97833 -7.91847
71 C -3.85546 -4.40183 -8.04165
72 C -4.85978 -5.20871 -7.24511
73 C -3.82749 -0.60741 -7.11052
74 H -2.83512 -4.65372 -7.75266
75 H -3.95867 -4.63507 -9.10035
76 H -4.73795 -5.04560 -6.17521
77 H -4.73080 -6.27295 -7.43823
78 H -5.87846 -4.91626 -7.50505
79 H -3.08569 -0.41034 -7.87983
80 H -3.66197 0.03880 -6.25062
81 H -4.83548 -0.46812 -7.49293
82 O 6.73967 7.02454 1.66045
83 S 7.15552 6.32244 0.48487
84 O 6.72838 6.73825 -0.81319
85 O 6.81376 4.77071 0.67036
86 C 5.45432 4.41692 0.96700
87 C 4.54179 4.54209 -0.23714
88 C 8.90941 6.16846 0.48079
89 H 5.08826 5.01943 1.80302
90 H 5.47535 3.37871 1.30100
91 H 4.44900 5.57962 -0.55842
92 H 3.54271 4.17271 0.00841
93 H 4.94098 3.97806 -1.08141
94 H 9.23840 5.82254 1.45711
95 H 9.31940 7.15414 0.27076
96 H 9.19868 5.47057 -0.30085
97 O -2.14462 -6.51801 -6.26576
98 S -0.97143 -7.30299 -6.02840
99 O -0.60455 -8.36861 -6.90668
100 O -1.01499 -7.85203 -4.53187
101 C -2.16449 -8.61802 -4.12353
102 C -2.16326 -10.01757 -4.70775
103 C 0.41285 -6.23206 -5.83472
104 H -3.08073 -8.08355 -4.38286
105 H -2.12146 -8.67658 -3.03702
106 H -2.26920 -9.99450 -5.79163
107 H -2.99050 -10.60035 -4.30164
108 H -1.22432 -10.52508 -4.48489
109 H 0.15018 -5.43333 -5.14570
110 H 0.64524 -5.82337 -6.81598
111 H 1.25463 -6.81110 -5.46336

---

[2]
The following is a quantum chemistry calculation of C60H82As2FN10O3PSbTl as an isolated structure, from the Open Molecules 2025 dataset.

Output
Largest force on an atom = 0.70 eV Å⁻¹
Kohn-Sham gap = 3.45 eV

CARTESIAN COORDINATES (ANGSTROEM)
1 Tl 1.09211 1.35942 -0.35529
2 C 4.14315 1.89342 1.51413
3 C 4.36555 3.06760 0.62320
4 C 5.47584 3.89179 0.82987
5 C 5.70664 4.95833 -0.00908
6 C 4.81429 5.19384 -1.04095
7 C 3.72068 4.34643 -1.18783
8 N 3.49650 3.30238 -0.37856
9 Sb 2.42792 4.91930 -2.83537
10 C 2.55122 3.11472 -4.06402
11 C 3.40651 3.33368 -5.14008
12 C 3.63236 2.30186 -6.03604
13 C 3.03445 1.08429 -5.79285
14 C 2.21691 0.92180 -4.67009
15 C 1.63935 -0.42617 -4.37771
16 N 1.94820 1.94586 -3.84252
17 C 0.53842 5.16772 -1.79250
18 C -0.38403 6.04884 -2.34785
19 C -1.48697 6.42435 -1.59754
20 C -1.60016 5.95538 -0.30268
21 C -0.59860 5.13186 0.21329
22 C -0.61481 4.72095 1.65610
23 N 0.43559 4.73374 -0.53519
24 H 4.91221 1.83494 2.28468
25 H 4.13381 0.95699 0.94329
26 H 3.16827 1.95004 1.99554
27 H 6.15048 3.68055 1.65008
28 H 6.56898 5.59845 0.13599
29 H 4.95573 6.02740 -1.71721
30 H 3.89203 4.29368 -5.26638
31 H 4.26786 2.44446 -6.90175
32 H 3.18370 0.24834 -6.46421
33 H 0.64038 -0.51766 -4.80641
34 H 1.58690 -0.59380 -3.29731
35 H 2.26791 -1.20270 -4.81598
36 H -0.23506 6.44378 -3.34577
37 H -2.23135 7.09904 -2.00416
38 H -2.43596 6.24835 0.32169
39 H -1.62484 4.44460 1.97061
40 H -0.28491 5.55307 2.28237
41 H 0.05590 3.87925 1.81179
42 C -1.04568 -3.17040 -1.32303
43 As -1.49806 -1.25568 -1.38181
44 C -3.33963 -1.54445 -0.67596
45 C -2.00530 -1.13213 -3.28561
46 C -2.24605 -2.26473 -4.05876
47 C -2.44360 -2.17900 -5.42931
48 C -2.39576 -0.94042 -6.05005
49 C -2.17591 0.19975 -5.28936
50 C -1.99043 0.12857 -3.91111
51 As -1.80815 1.74984 -2.80161
52 C -3.78433 1.98179 -2.69636
53 C -1.61074 3.08960 -4.23039
54 H -0.22927 -3.37488 -2.01446
55 H -1.89900 -3.81641 -1.53865
56 H -0.69022 -3.39150 -0.31552
57 H -3.91522 -2.17850 -1.35154
58 H -3.84836 -0.58935 -0.54199
59 H -3.25016 -2.02958 0.29915
60 H -2.26808 -3.24311 -3.59297
61 H -2.61167 -3.07527 -6.01404
62 H -2.53100 -0.85943 -7.12170
63 H -2.14305 1.15645 -5.79462
64 H -4.21697 1.91192 -3.69399
65 H -4.02645 2.95324 -2.26045
66 H -4.21223 1.19568 -2.07317
67 H -2.36452 2.98974 -5.01178
68 H -0.61288 3.02672 -4.66718
69 H -1.72475 4.06936 -3.77076
70 F -6.20865 2.07633 0.35168
71 C -5.44408 1.59009 1.36294
72 C -4.08635 1.56711 1.21905
73 C -3.28216 1.11729 2.26020
74 C -1.82056 0.99477 2.04618
75 O -1.39900 0.93717 0.90695
76 C -1.06634 0.93698 3.28274
77 C -1.71000 0.62474 4.42303
78 N -3.06374 0.35768 4.51397
79 C -3.62081 -0.10840 5.74972
80 C -4.15944 -1.51195 5.82559
81 C -2.88249 -1.14713 6.52445
82 C -3.87632 0.72514 3.46397
83 C -5.27315 0.69167 3.56611
84 C -6.07598 1.11632 2.51540
85 N -7.48249 1.10683 2.60289
86 C -8.26939 0.74664 1.42520
87 C -9.37261 -0.23204 1.81923
88 N -8.75939 -1.22008 2.76971
89 C -8.42306 -0.58485 4.10126
90 C -8.14620 0.90813 3.86169
91 C 0.43197 1.29290 3.42281
92 O 0.83856 1.38288 4.59113
93 O 1.05679 1.49360 2.35177
94 H -3.61306 1.90538 0.30304
95 H -1.13590 0.58111 5.33937
96 H -4.14214 0.65376 6.32258
97 H -4.08019 -2.11933 4.93277
98 H -5.04658 -1.69482 6.41978
99 H -1.95689 -1.53052 6.11572
100 H -2.89068 -1.06650 7.60209
101 H -5.71519 0.34891 4.49200
102 H -7.62048 0.26421 0.69352
103 H -8.71036 1.61797 0.93676
104 H -9.75313 -0.75359 0.94518
105 H -10.20144 0.25216 2.32837
106 H -7.89328 -1.55289 2.34281
107 H -9.36658 -2.02403 2.90673
108 H -7.54207 -1.08858 4.49070
109 H -9.25780 -0.72926 4.78459
110 H -7.53896 1.29200 4.67607
111 H -9.08375 1.46810 3.87017
112 N 2.08527 -0.99389 -0.83632
113 P 3.09743 -1.91542 -0.18852
114 N 3.31703 -3.52177 -0.82065
115 C 2.07701 -4.27709 -0.92620
116 C 2.37218 -5.77431 -0.96390
117 C 3.28148 -6.08733 -2.15445
118 C 4.53838 -5.21897 -2.07004
119 C 4.14585 -3.74396 -1.98955
120 N 4.71908 -1.37719 -0.19580
121 C 5.09105 -0.53683 -1.33803
122 C 6.28294 0.37383 -1.03292
123 C 7.40115 -0.36781 -0.27031
124 C 7.14871 -1.87171 -0.25396
125 C 5.80292 -2.15767 0.40499
126 N 2.80522 -2.34246 1.45435
127 C 3.31421 -3.55302 2.08206
128 C 3.38968 -3.38116 3.59850
129 C 2.00766 -3.05894 4.15664
130 C 1.49000 -1.79785 3.46886
131 C 1.47284 -2.00401 1.95762
132 H 1.53012 -3.99872 -1.84314
133 H 1.43422 -4.02623 -0.08032
134 H 1.43616 -6.33843 -1.03057
135 H 2.87898 -6.06302 -0.03843
136 H 2.74928 -5.85228 -3.08337
137 H 3.53978 -7.14904 -2.17817
138 H 5.18517 -5.38380 -2.93742
139 H 5.10197 -5.48966 -1.17179
140 H 3.61153 -3.47239 -2.91738
141 H 5.04156 -3.12769 -1.93110
142 H 4.21172 0.04953 -1.59932
143 H 5.34684 -1.14046 -2.22272
144 H 5.95787 1.23544 -0.45377
145 H 6.65483 0.75177 -1.98888
146 H 7.42859 -0.02494 0.76877
147 H 8.37743 -0.14686 -0.70754
148 H 7.92741 -2.37915 0.32023
149 H 7.17641 -2.27572 -1.27006
150 H 5.88429 -1.89590 1.46921
151 H 5.58918 -3.23004 0.34396
152 H 4.29875 -3.78377 1.68888
153 H 2.66237 -4.41812 1.86264
154 H 4.06711 -2.55288 3.82546
155 H 3.79080 -4.29402 4.05037
156 H 2.04514 -2.93165 5.24277
157 H 1.32805 -3.89356 3.94282
158 H 2.13886 -0.95281 3.71064
159 H 0.47659 -1.55451 3.80579
160 H 1.13431 -1.11208 1.43786
161 H 0.75221 -2.81533 1.73201

---

[3]
The following is a quantum chemistry calculation of a single C5H11NO molecule at a distorted geometry, from the Open Molecules 2025 dataset.

Output
Relative energy (zero: lowest compared OMol25 entry of this formula, charge and spin) = 38.28 kcal per mole
Largest force on an atom = 2.61 eV Å⁻¹
Structure (SMILES) = NCCCCC=O
Kohn-Sham gap = 10.41 eV

CARTESIAN COORDINATES (ANGSTROEM)
1 N 0.29963 2.92121 -1.06797
2 C 0.53452 1.52165 -0.78609
3 C -0.24221 0.87475 0.34968
4 C 0.30747 -0.51239 0.70825
5 C 0.11815 -1.83133 -0.07863
6 C -0.94776 -2.79211 0.48422
7 O -0.62245 -3.92688 0.65509
8 H -0.68663 3.10945 -1.23051
9 H 0.51367 3.48821 -0.25400
10 H 1.58868 1.40235 -0.52836
11 H 0.37703 0.91069 -1.68200
12 H -1.32554 0.80478 0.13308
13 H -0.17769 1.54918 1.21921
14 H -0.16371 -0.76219 1.68003
15 H 1.37955 -0.33186 0.84193
16 H -0.02728 -1.68066 -1.14676
17 H 1.01131 -2.42424 0.09023
18 H -1.93676 -2.32061 0.61259

---

[4]
The following is a quantum chemistry calculation of a 2-piece molecular cluster, C3H10N2S overall at a distorted geometry, from the Open Molecules 2025 dataset.

Output
Relative energy (zero: lowest compared OMol25 entry of this formula, charge and spin) = 54.24 kcal per mole
Largest force on an atom = 5.60 eV Å⁻¹
Structure (SMILES) = [H]/N=C/N.CSC
Kohn-Sham gap = 9.31 eV

CARTESIAN COORDINATES (ANGSTROEM)
1 H -0.40104 -3.53943 -1.94250
2 N -0.63943 -2.61723 -1.62929
3 C -0.96703 -2.73671 -0.33905
4 N -0.63630 -1.91855 0.77944
5 H -1.29174 -3.60614 -0.00276
6 H 0.10222 -2.47232 1.17338
7 H -0.40886 -0.96727 0.36455
8 C -0.78685 2.11156 -0.34910
9 S 0.06884 1.29187 0.94086
10 C 1.70590 1.71982 0.74262
11 H -0.63141 3.21285 -0.13301
12 H -0.32571 1.94804 -1.33941
13 H -1.83601 1.90771 -0.29383
14 H 2.28402 0.86756 0.83444
15 H 1.97561 2.60467 1.43242
16 H 1.78778 2.19358 -0.23876

---

[5]
The following is a quantum chemistry calculation of C7H14O2 as an isolated structure at a distorted geometry, from the Open Molecules 2025 dataset.

Output
Relative energy (zero: lowest compared OMol25 entry of this formula, charge and spin) = 97.61 kcal per mole
Largest force on an atom = 4.72 eV Å⁻¹
Kohn-Sham gap = 8.35 eV

CARTESIAN COORDINATES (ANGSTROEM)
1 C 1.34263 -0.13740 0.27105
2 C -0.62320 -0.82832 0.18929
3 C -0.53743 0.54059 -0.21944
4 C 0.58578 1.13544 0.58522
5 C -3.18068 0.99048 -0.69373
6 C 1.96174 -0.88119 1.43059
7 C 2.19477 -0.14079 -0.97482
8 O -2.19562 0.97228 0.29749
9 O -1.08780 -1.74495 -0.71517
10 H -1.77109 -2.28089 -0.28905
11 H -0.79050 -1.07628 1.23437
12 H -0.54009 0.73317 -1.28881
13 H 0.33507 1.28179 1.63690
14 H 0.98171 2.06018 0.16572
15 H -2.91406 1.65336 -1.53391
16 H -4.13439 1.35918 -0.28738
17 H -3.35136 -0.01522 -1.11647
18 H 1.32019 -0.88325 2.31441
19 H 2.91254 -0.41020 1.71953
20 H 2.18877 -1.91920 1.17054
21 H 1.74393 0.42130 -1.79569
22 H 3.16896 0.32870 -0.77592
23 H 2.39015 -1.15879 -1.32469

---

[6]
The following is a quantum chemistry calculation of C4H6O2 as an isolated structure, from the Open Molecules 2025 dataset.

Output
Relative energy (zero: lowest compared OMol25 entry of this formula, charge and spin) = 115.40 kcal per mole
Largest force on an atom = 0.36 eV Å⁻¹
Kohn-Sham gap = 9.66 eV

CARTESIAN COORDINATES (ANGSTROEM)
1 C 1.58620 0.11826 0.97876
2 C 0.49594 -0.65960 0.45165
3 O -0.75373 -0.51069 1.09042
4 C -1.59515 0.12334 0.17130
5 O -0.79030 1.03179 -0.55345
6 C 0.47004 0.45086 -0.67686
7 H 2.47998 -0.21925 0.41385
8 H 1.22090 1.24229 -0.46325
9 H 0.62586 -1.67273 0.05326
10 H -2.06023 -0.60335 -0.51678
11 H -2.35933 0.68817 0.70789
12 H 0.67982 0.01091 -1.65680